# 1
{
  "formula": "C39H45N5P2Ti",
  "method": "the ωB97M-V functional and the def2-TZVPD basis",
  "species": ["Ti", "C", "C", "C", "C", "C", "C", "C", "C", "C", "H", "H", "H", "H", "H", "H", "H", "H", "H", "H", "H", "H", "H", "H", "H", "P", "P", "N", "N", "N", "N", "C", "C", "C", "C", "C", "C", "C", "C", "C", "C", "C", "C", "C", "C", "C", "C", "C", "C", "H", "H", "H", "H", "H", "H", "H", "H", "H", "H", "H", "H", "H", "H", "H", "H", "H", "H", "H", "H", "C", "C", "C", "C", "C", "C", "N", "C", "C", "C", "C", "C", "C", "H", "H", "H", "H", "H", "H", "H", "H", "H", "H"],
  "positions_angstrom": [[0.65683, 1.05042, 0.53575], [-2.03116, -4.44931, 1.54358], [-1.10804, -3.81476, 0.80276], [-1.45912, -2.86915, -0.29592], [-2.47328, -1.75895, 0.08290], [-3.83953, -1.88716, -0.51835], [-4.47182, -3.05312, -0.69277], [-3.97412, -4.37032, -0.16359], [-3.50965, -4.35026, 1.31788], [0.91692, 2.97956, 1.33176], [-1.72247, -5.07166, 2.38986], [-0.03802, -3.99491, 0.95200], [-1.83786, -3.39793, -1.17805], [-0.53349, -2.37398, -0.61371], [-2.52067, -1.67363, 1.17456], [-2.03939, -0.80471, -0.25075], [-4.31195, -0.93825, -0.79140], [-5.43049, -3.10132, -1.22617], [-3.17534, -4.78528, -0.79493], [-4.81434, -5.07399, -0.22724], [-3.90438, -3.45708, 1.82639], [-3.99409, -5.20471, 1.81597], [1.38410, 2.44012, 2.18398], [0.00826, 3.49743, 1.69635], [1.60916, 3.68176, 0.84253], [-0.83190, 2.41372, -0.62417], [2.02852, -0.08088, -0.94084], [-2.50296, 2.19547, -0.97793], [-0.82644, 4.24280, -1.18036], [1.59570, -1.02568, -2.46280], [3.79269, -0.14488, -1.31898], [0.16967, 1.83565, -2.04808], [1.64500, 1.63609, -1.60790], [-3.44484, 2.78726, -0.11793], [-4.61680, 2.99222, -0.81950], [-4.41397, 2.49735, -2.15815], [-3.11651, 2.00424, -2.21905], [-0.37042, 5.30243, -0.40995], [-0.01131, 6.36703, -1.22730], [-0.33909, 5.98932, -2.56575], [-0.87089, 4.70216, -2.50181], [1.07197, -2.31631, -2.38994], [0.42572, -2.61227, -3.58665], [0.63178, -1.49579, -4.46097], [1.35371, -0.54660, -3.75110], [4.47781, -1.11912, -2.07334], [5.48711, -0.51026, -2.80864], [5.48166, 0.88708, -2.45071], [4.47482, 1.06507, -1.51546], [0.14166, 2.64908, -2.79644], [-0.27005, 0.92382, -2.48815], [2.34557, 1.90628, -2.41416], [1.87590, 2.32364, -0.73897], [-3.18469, 2.94739, 0.91380], [-5.51880, 3.43710, -0.42607], [-5.13660, 2.51087, -2.96073], [-2.59475, 1.47289, -2.99441], [-0.31858, 5.21752, 0.66316], [0.45407, 7.28797, -0.89562], [-0.19094, 6.57289, -3.46497], [-1.24163, 4.07141, -3.29397], [1.23877, -2.92190, -1.50636], [-0.15597, -3.49955, -3.78571], [0.27085, -1.39378, -5.47402], [1.67587, 0.43794, -4.05406], [4.20997, -2.15899, -2.02175], [6.12251, -0.97892, -3.54959], [6.10920, 1.66929, -2.85355], [4.15024, 1.96128, -1.00926], [-2.11155, -1.62789, 4.33972], [-2.31565, -0.68663, 3.32114], [-1.22113, -0.07265, 2.69103], [0.08111, -0.48033, 3.05302], [0.28040, -1.34457, 4.14935], [-0.81413, -1.97482, 4.73094], [1.13035, -0.03352, 2.27361], [2.44914, -0.29626, 2.68393], [3.24499, 0.75237, 3.15431], [4.50161, 0.47900, 3.67262], [5.00959, -0.82292, 3.62557], [4.23532, -1.86146, 3.08689], [2.95630, -1.60438, 2.60106], [-2.97442, -2.06621, 4.84469], [-3.33521, -0.41638, 3.01868], [-1.35972, 0.78474, 1.99757], [1.29276, -1.53040, 4.50713], [-0.64579, -2.72251, 5.50395], [2.84566, 1.76521, 3.11128], [5.07574, 1.30111, 4.09293], [6.02973, -1.00322, 3.97225], [4.63499, -2.87417, 3.05428], [2.35023, -2.38525, 2.13885]],
  "forces_ev_per_angstrom": [[0.7, -1.3, 3.8], [0.9, 0.2, 0.0], [-0.4, -0.8, 0.5], [0.2, 0.6, -0.3], [0.4, 0.1, 0.1], [-0.4, -0.2, -0.1], [-0.1, 0.5, -0.2], [-0.2, -0.3, 0.1], [-0.4, -0.2, 0.1], [0.6, 0.4, 0.5], [0.1, 0.1, -0.4], [-0.4, 0.0, 0.3], [0.2, 0.1, 0.0], [-0.4, -0.1, 0.1], [-0.1, -0.1, -0.3], [-0.2, 0.0, 0.0], [0.0, -0.4, -0.2], [0.3, 0.3, 0.3], [-0.3, 0.0, 0.2], [0.2, 0.1, -0.1], [0.0, -0.2, -0.1], [0.2, 0.3, -0.1], [-0.1, 0.8, -0.3], [0.6, -0.2, -0.1], [-0.2, 0.0, 0.6], [-2.4, 2.7, -2.3], [1.7, -1.5, -4.0], [-0.8, -0.3, -0.4], [0.2, -0.6, 0.7], [-0.2, 0.0, 0.7], [0.5, 0.4, 0.1], [-0.2, 0.2, -1.0], [-0.3, 0.3, 0.3], [-0.3, -0.3, -1.0], [1.0, -0.3, 0.0], [1.1, -0.3, 0.6], [-0.9, 0.7, 0.5], [0.6, 0.4, -0.5], [-0.4, -0.8, 0.3], [-0.4, -1.1, 0.5], [0.8, 0.4, 0.2], [-0.5, 0.3, -0.9], [0.8, 0.5, 0.8], [0.4, 0.3, 1.0], [-0.5, -0.5, 0.1], [0.3, 1.0, -0.5], [-1.0, 0.2, 1.0], [-0.9, -0.4, 0.7], [0.5, -0.5, -0.9], [0.1, -0.6, 0.1], [0.3, 0.3, 0.2], [-0.3, -0.2, 0.5], [0.1, -0.1, -0.9], [0.0, 0.2, 0.1], [0.1, -0.1, 0.0], [0.1, -0.1, 0.1], [0.0, 0.1, -0.2], [0.1, 0.0, -0.1], [-0.3, -0.1, 0.0], [-0.2, -0.1, 0.1], [0.0, 0.1, 0.0], [-0.2, 0.2, -0.2], [0.2, 0.0, -0.1], [0.1, 0.0, 0.1], [0.0, -0.1, 0.0], [-0.2, 0.0, -0.1], [0.0, -0.1, 0.3], [0.0, -0.1, 0.2], [0.1, 0.0, 0.0], [-0.3, -0.1, -0.3], [0.3, 0.4, 0.1], [-0.2, -0.3, 0.8], [0.3, 0.0, -0.2], [-0.5, -0.3, -0.1], [0.0, 0.6, -0.1], [-0.6, 0.9, -1.1], [0.1, -0.3, -0.3], [-0.2, -0.4, 0.1], [0.2, -0.2, -0.3], [0.0, 0.1, 0.0], [0.2, 0.2, 0.0], [0.5, 0.4, 0.2], [0.3, 0.0, -0.2], [0.4, 0.0, 0.2], [-0.1, -0.7, 0.2], [-0.3, -0.1, -0.2], [-0.1, 0.2, 0.0], [0.2, -0.3, 0.3], [0.1, -0.2, -0.1], [-0.4, -0.1, 0.0], [0.0, 0.2, -0.1], [0.1, 0.2, 0.3]],
  "e_homo_ha": [-0.2557, -0.2659],
  "spin_multiplicity": 3,
  "s2": 2.01,
  "lumo_energy_ev": [-0.501, -0.649]
}


# 2
{
  "formula": "C7H15NO",
  "method": "the ωB97M-V functional and the def2-TZVPD basis",
  "species": ["C", "C", "C", "C", "C", "C", "C", "H", "H", "H", "H", "H", "H", "H", "H", "H", "H", "H", "H", "H", "H", "H", "N", "O"],
  "positions_angstrom": [[2.58588, -0.95254, -0.46442], [1.17165, -1.24963, 0.10004], [0.15072, -0.26480, -0.40103], [-1.31678, -0.81927, -0.12671], [-1.70527, -0.66971, 1.40279], [-2.25389, -0.20066, -0.94044], [0.37307, 1.02625, -0.02994], [3.33812, -1.34559, -0.07156], [2.48815, -0.78448, -1.58421], [2.84279, -0.00677, -0.02853], [1.33138, -1.73466, 1.09719], [0.94475, -2.38919, -0.33742], [0.30908, -0.53618, -1.61667], [-1.53675, -1.74075, -0.41910], [-0.82765, -0.77511, 2.16716], [-1.73003, 0.51117, 1.71466], [-2.51260, -1.12661, 1.63822], [-3.08373, 0.12444, -0.59415], [-2.04484, 1.08220, -1.12867], [-2.36660, -0.77309, -2.32965], [0.77290, 2.59755, 1.49826], [1.54374, 0.63961, 1.83255], [0.81279, 1.33268, 1.14107], [0.10117, 1.96387, -0.88342]],
  "forces_ev_per_angstrom": [[-7.2, 5.0, -3.4], [2.1, -5.9, -0.8], [-0.9, -8.7, -3.9], [2.8, 3.2, 4.5], [7.8, 6.6, -0.3], [2.3, 4.7, -9.2], [-1.0, 7.4, -4.8], [6.2, -5.3, 2.5], [0.8, -0.6, 1.4], [-0.2, 1.7, -0.3], [-0.8, 1.8, 0.3], [-0.1, 2.9, 0.4], [-0.6, 1.8, 3.0], [1.0, -4.9, -0.6], [-1.4, -1.1, -1.5], [-0.9, -2.4, -1.3], [-5.3, -3.1, 1.8], [-6.6, 0.3, 2.4], [0.5, -3.5, -0.1], [0.2, 1.8, 4.4], [0.4, -5.6, -1.9], [-3.4, 2.7, -3.0], [3.9, 3.3, 8.0], [0.4, -2.2, 2.5]],
  "de_lowest_kj_mol": 916.0,
  "e_homo_ha": -0.3356,
  "spin_multiplicity": 1,
  "lumo_energy_ev": 0.355
}


# 3
{
  "formula": "C11H16N4O3S",
  "method": "the ωB97M-V functional and the def2-TZVPD basis",
  "species": ["N", "C", "C", "C", "O", "N", "C", "S", "C", "C", "O", "N", "C", "C", "C", "C", "C", "O", "N", "H", "H", "H", "H", "H", "H", "H", "H", "H", "H", "H", "H", "H", "H", "H", "H"],
  "positions_angstrom": [[4.44918, 2.01377, 0.32398], [3.70398, 0.89030, 0.17402], [3.92917, -0.04413, -0.80522], [3.06168, -1.16250, -0.95535], [3.12248, -2.05808, -1.76949], [2.00152, -1.18432, -0.00132], [1.88335, -0.23732, 0.93588], [0.60226, -0.25722, 2.14923], [-0.14785, -1.92052, 1.98501], [-0.94068, -2.02181, 0.69144], [-0.48738, -2.60584, -0.27676], [-2.13618, -1.42049, 0.71797], [-2.96712, -1.27948, -0.45364], [-2.97460, 0.17602, -0.93983], [-1.58841, 0.68918, -1.39160], [-1.27902, 1.83082, -0.41818], [-2.67531, 2.21348, 0.07278], [-3.38978, 0.99753, 0.14385], [2.67467, 0.77521, 1.06250], [5.34096, 2.07153, -0.13393], [4.30791, 2.54078, 1.16802], [4.75230, 0.04849, -1.49323], [1.32259, -1.93541, -0.14149], [0.64393, -2.66887, 2.00949], [-0.78655, -2.02581, 2.86020], [-2.38881, -0.82822, 1.49582], [-2.57237, -1.93606, -1.23037], [-3.98769, -1.57740, -0.19953], [-3.70177, 0.26026, -1.76151], [-1.64060, 1.05567, -2.41571], [-0.84135, -0.10061, -1.35426], [-0.67453, 1.48011, 0.41815], [-0.76617, 2.66277, -0.89366], [-3.16257, 2.89532, -0.63929], [-2.68726, 2.66286, 1.06601]],
  "forces_ev_per_angstrom": [[0.1, 0.1, 0.0], [-0.2, -0.4, -0.4], [0.2, 0.2, 0.0], [0.0, 0.1, 0.3], [0.0, -0.2, -0.2], [0.1, -0.1, -0.2], [0.0, -0.1, 0.1], [-0.1, -0.3, 0.2], [0.4, 0.4, -0.3], [0.1, -0.1, 0.6], [0.2, -0.2, -0.3], [-0.4, 0.2, 0.1], [-0.2, 0.4, -0.3], [0.1, -0.5, -0.3], [-0.1, 0.1, 0.1], [-0.2, 0.0, 0.1], [0.3, 0.3, -0.1], [-0.1, -0.3, 0.1], [-0.1, 0.3, 0.4], [0.0, 0.0, 0.0], [0.1, 0.0, 0.0], [0.1, 0.0, -0.1], [-0.1, 0.1, 0.1], [-0.2, 0.0, 0.0], [0.0, 0.0, 0.0], [0.1, -0.1, 0.0], [-0.1, 0.0, 0.1], [0.1, 0.0, -0.1], [0.1, 0.0, 0.1], [0.0, 0.0, 0.0], [0.1, -0.1, 0.0], [0.0, 0.0, 0.0], [0.1, 0.1, 0.0], [0.0, 0.0, 0.1], [0.0, 0.0, -0.1]],
  "de_lowest_kj_mol": 0.0,
  "e_homo_ha": -0.3045,
  "spin_multiplicity": 1,
  "smiles": "Nc1cc(=O)[nH]c(SCC(=O)NC[C@@H]2CCCO2)n1",
  "lumo_energy_ev": 0.416
}


# 4
{
  "formula": "C23H23F3N2O6",
  "method": "the ωB97M-V functional and the def2-TZVPD basis",
  "species": ["C", "C", "C", "C", "N", "C", "O", "C", "C", "C", "F", "F", "F", "C", "C", "N", "C", "C", "C", "C", "C", "C", "C", "O", "H", "H", "H", "H", "H", "H", "H", "H", "H", "H", "H", "H", "H", "H", "H", "H", "H", "H", "H", "H", "H", "C", "C", "C", "O", "C", "C", "C", "O", "O", "O", "H", "H"],
  "positions_angstrom": [[2.05447, -2.16593, 1.17701], [2.95817, -0.85341, 1.16694], [3.13547, -0.20759, -0.25790], [1.91540, 0.74316, -0.69998], [0.91531, 0.89174, 0.38005], [0.61483, 2.18885, 0.87863], [1.17070, 3.22197, 0.64577], [-0.58656, 1.89967, 1.83465], [-1.22013, 2.67699, 2.88291], [-0.73187, 4.11160, 3.20011], [0.61565, 4.23524, 3.25772], [-1.17718, 4.93076, 2.16511], [-1.34947, 4.62050, 4.33294], [-2.33241, 2.06900, 3.63172], [-2.84077, 0.72177, 3.34168], [-3.96106, 0.19690, 4.09562], [-2.21093, -0.07187, 2.25307], [-2.69070, -1.50196, 1.84518], [-4.16467, -1.44021, 1.25055], [-4.64390, -2.94959, 1.11319], [-4.20767, -0.80115, -0.19935], [-1.12224, 0.56271, 1.55110], [-0.23831, 0.06994, 0.35834], [-0.47626, -0.82879, -0.40701], [1.57954, -2.26562, 0.16096], [2.64475, -3.09756, 1.36627], [1.19955, -2.04666, 1.90465], [3.98801, -1.20041, 1.48249], [2.65310, -0.11781, 1.96641], [3.21383, -1.05262, -0.99187], [4.09593, 0.37041, -0.35836], [2.35546, 1.69994, -1.06676], [1.46042, 0.23141, -1.59237], [-2.79164, 2.69151, 4.43924], [-3.64536, 0.16546, 5.07104], [-4.11081, -0.77636, 3.82185], [-2.00292, -1.89672, 1.04403], [-2.61637, -2.19458, 2.72833], [-4.84156, -0.84014, 1.91255], [-3.82129, -3.58848, 0.69870], [-4.90903, -3.34804, 2.13269], [-5.53671, -3.01458, 0.44027], [-4.39054, -1.63764, -0.92845], [-3.22718, -0.33442, -0.49634], [-5.04390, -0.05863, -0.28997], [4.40742, -1.18687, -5.11139], [4.53981, -0.32077, -4.05094], [3.72571, 0.97705, -4.20057], [3.66151, 1.84205, -3.31410], [3.00366, 1.19874, -5.44094], [2.88066, 0.33763, -6.51192], [3.60913, -1.00650, -6.31760], [3.55453, -1.93463, -7.13198], [2.25589, 0.52920, -7.58536], [5.22914, -0.47805, -3.00485], [4.93902, -2.13428, -5.08649], [2.51443, 2.16768, -5.48732]],
  "forces_ev_per_angstrom": [[-0.6, 0.9, -0.6], [1.2, -0.7, 0.2], [-0.3, 0.1, 0.2], [1.4, -1.4, -1.0], [-0.5, 0.9, -1.8], [-0.9, -1.4, 1.2], [-0.2, -0.4, 0.2], [-2.1, -0.6, 1.3], [-0.2, -2.1, -0.2], [-1.2, 0.1, -1.3], [-1.6, 0.0, 0.5], [0.7, -0.7, 1.2], [1.3, -0.6, -1.0], [0.7, -0.6, -1.2], [1.7, 1.0, -1.4], [1.6, 0.0, 0.0], [0.7, 1.5, 0.1], [-0.1, 1.1, -0.2], [0.4, -1.0, -0.7], [-0.2, 0.6, 0.7], [0.3, -0.3, 0.1], [0.2, 1.6, 0.5], [-0.2, 0.2, 1.4], [0.2, 0.3, 0.3], [0.4, -0.1, 1.0], [-0.6, 0.9, 0.0], [0.9, -0.4, -0.5], [-0.9, 0.5, -0.3], [0.1, -0.7, -0.9], [0.0, 0.9, 0.5], [-1.0, -0.6, 0.2], [-0.7, -0.5, 0.5], [0.1, 0.8, 1.0], [0.3, -0.8, -0.8], [-0.5, 0.1, -0.3], [0.0, 0.4, 0.1], [-0.7, 0.4, 0.9], [-0.2, 0.6, -0.7], [0.5, -0.7, -0.5], [-0.7, 0.7, 0.2], [0.2, 0.2, -1.0], [0.7, 0.0, 0.6], [0.2, 0.9, 0.5], [-1.0, -0.3, 0.4], [0.8, -0.6, 0.0], [-0.2, -0.6, -1.0], [0.1, 0.6, 0.8], [-1.1, 0.6, -1.5], [0.3, -0.2, 0.8], [0.3, 0.6, 1.2], [-0.1, -0.7, -0.9], [1.0, -0.7, 1.3], [-0.4, 0.3, -0.5], [0.1, 0.1, 0.4], [-0.2, -0.1, -0.2], [0.0, 0.0, 0.1], [-0.1, 0.0, -0.1]],
  "charge": -2,
  "de_lowest_kj_mol": 0.0,
  "e_homo_ha": 0.0061,
  "spin_multiplicity": 1,
  "lumo_energy_ev": 3.080
}